1.
{"formula": "C23H11BrN4O11Ti", "method": "ωB97M-V/def2-TZVPD", "homo_energy_ev": [-0.5, -3.5], "lumo_energy_ev": [3.89, 3.89], "orbital_gap_ev": [4.380, 7.360], "spin_multiplicity": 3, "charge": -2, "elements": ["Ti", "O", "C", "O", "C", "C", "C", "C", "C", "C", "O", "N", "O", "O", "N", "O", "O", "H", "H", "O", "C", "O", "C", "C", "C", "C", "C", "C", "C", "C", "C", "N", "H", "H", "H", "H", "H", "H", "Br", "C", "C", "N", "C", "C", "C", "C", "O", "O", "H", "H", "H"], "coordinates": [[-0.04, 0.00, -0.12], [1.51, -3.79, -0.29], [1.06, -2.81, 0.27], [1.20, -1.58, -0.10], [0.31, -3.01, 1.58], [0.69, -4.04, 2.39], [0.09, -4.20, 3.64], [-0.88, -3.32, 4.09], [-1.28, -2.29, 3.27], [-0.73, -2.10, 1.96], [-1.12, -1.19, 1.15], [-2.30, -1.40, 3.82], [-2.79, -1.70, 4.91], [-2.61, -0.40, 3.20], [0.50, -5.29, 4.51], [-0.01, -5.38, 5.62], [1.41, -6.01, 4.13], [1.45, -4.72, 2.04], [-1.32, -3.44, 5.06], [2.38, 2.17, -2.55], [1.53, 1.46, -2.03], [1.46, 1.20, -0.75], [0.47, 0.81, -2.84], [0.39, 0.96, -4.21], [-0.62, 0.36, -4.93], [-1.61, -0.42, -4.23], [-2.67, -1.05, -4.88], [-3.61, -1.80, -4.18], [-3.50, -1.92, -2.80], [-2.45, -1.30, -2.13], [-1.49, -0.55, -2.82], [-0.45, 0.05, -2.13], [1.15, 1.57, -4.67], [-0.69, 0.47, -6.00], [-2.75, -0.95, -5.96], [-4.43, -2.28, -4.71], [-4.22, -2.49, -2.24], [-2.36, -1.40, -1.05], [2.42, -0.62, 4.15], [1.05, 0.69, 4.04], [0.53, 1.23, 5.19], [-0.44, 2.14, 5.17], [-0.93, 2.50, 3.98], [-0.48, 1.98, 2.77], [0.56, 1.07, 2.80], [-1.20, 2.40, 1.49], [-1.79, 3.46, 1.49], [-1.11, 1.58, 0.50], [0.91, 0.93, 6.16], [-1.74, 3.22, 3.96], [1.02, 0.65, 1.92]]}

---

2.
{"formula": "C23H13BrCrF3IN3O6S3", "method": "ωB97M-V/def2-TZVPD", "homo_energy_ev": [-8.1, -8.1], "lumo_energy_ev": [-1.89, -1.30], "orbital_gap_ev": [6.178, 6.776], "spin_multiplicity": 2, "charge": 0, "elements": ["Cr", "O", "C", "C", "C", "C", "C", "C", "C", "O", "N", "O", "O", "H", "H", "H", "H", "F", "C", "F", "F", "C", "O", "O", "S", "C", "S", "C", "N", "N", "C", "C", "C", "C", "C", "C", "S", "H", "H", "H", "H", "H", "Br", "C", "C", "C", "C", "C", "C", "I", "H", "H", "H", "H"], "coordinates": [[1.39, -1.27, 0.72], [1.15, -0.77, 2.59], [0.76, -1.49, 3.53], [0.43, -2.87, 3.42], [-0.04, -3.53, 4.58], [-0.34, -4.86, 4.50], [-0.19, -5.59, 3.31], [0.28, -4.97, 2.19], [0.60, -3.59, 2.21], [1.04, -3.04, 1.12], [-0.84, -5.55, 5.70], [-1.13, -6.72, 5.58], [-0.86, -4.92, 6.73], [0.69, -1.01, 4.51], [-0.16, -3.00, 5.51], [-0.45, -6.64, 3.30], [0.41, -5.50, 1.26], [5.12, 1.08, -0.41], [4.69, 0.85, 0.84], [5.66, 0.25, 1.52], [4.43, 2.03, 1.42], [3.42, -0.02, 0.78], [2.33, 0.51, 0.44], [3.46, -1.24, 1.03], [-1.01, 4.63, 2.09], [-1.12, 3.22, 1.25], [-0.40, 1.75, 1.82], [-0.89, 0.94, 0.38], [-1.54, 1.68, -0.45], [-1.69, 2.95, 0.05], [-2.37, 3.87, -0.80], [-2.14, 3.80, -2.17], [-2.81, 4.67, -3.01], [-3.71, 5.60, -2.50], [-3.94, 5.65, -1.13], [-3.27, 4.78, -0.27], [-0.64, -0.77, 0.00], [-1.46, 3.07, -2.56], [-2.63, 4.62, -4.08], [-4.23, 6.28, -3.16], [-4.64, 6.36, -0.72], [-3.45, 4.81, 0.79], [2.52, -3.08, -5.12], [1.51, -1.55, -4.65], [0.90, -0.84, -5.68], [0.16, 0.29, -5.39], [0.02, 0.72, -4.09], [0.63, 0.03, -3.05], [1.37, -1.11, -3.34], [2.31, -2.12, -1.79], [1.02, -1.18, -6.69], [-0.32, 0.83, -6.20], [-0.56, 1.61, -3.86], [0.52, 0.37, -2.04]]}

---

3.
{"formula": "C23H14BrClN4O2Pd", "method": "ωB97M-V/def2-TZVPD", "homo_energy_ev": [-7.3, -8.7], "lumo_energy_ev": [0.14, -4.35], "orbital_gap_ev": [7.437, 4.376], "spin_multiplicity": 5, "charge": 0, "elements": ["Pd", "Br", "C", "C", "C", "C", "C", "N", "C", "O", "O", "H", "H", "H", "N", "C", "C", "C", "N", "C", "N", "Cl", "C", "C", "C", "C", "C", "C", "C", "H", "H", "H", "H", "H", "H", "C", "C", "C", "C", "C", "C", "H", "H", "H", "H", "H"], "coordinates": [[0.01, -0.40, -0.49], [0.36, -3.49, 1.07], [-0.19, -2.12, 2.27], [-0.39, -2.38, 3.62], [-0.81, -1.33, 4.42], [-1.01, -0.08, 3.84], [-0.81, 0.06, 2.48], [-0.41, -0.95, 1.70], [-1.01, 1.41, 1.75], [-1.45, 2.34, 2.40], [-0.66, 1.40, 0.54], [-0.22, -3.37, 4.01], [-0.98, -1.49, 5.48], [-1.33, 0.78, 4.40], [0.40, 0.79, -2.32], [0.95, 1.48, -3.07], [1.59, 2.25, -4.02], [1.21, 3.57, -4.28], [0.92, 4.66, -4.50], [2.59, 1.65, -4.80], [3.38, 1.14, -5.45], [-5.37, 2.37, 0.43], [-4.23, 1.22, -0.13], [-3.55, 1.44, -1.33], [-2.66, 0.50, -1.80], [-2.39, -0.69, -1.07], [-1.50, -1.68, -1.56], [-3.12, -0.89, 0.14], [-4.01, 0.05, 0.60], [-3.74, 2.34, -1.89], [-2.16, 0.67, -2.74], [-1.19, -1.62, -2.60], [-1.53, -2.67, -1.13], [-2.98, -1.81, 0.70], [-4.56, -0.12, 1.52], [4.83, -0.43, 0.45], [4.28, -1.59, -0.06], [2.94, -1.62, -0.40], [2.15, -0.50, -0.21], [2.71, 0.68, 0.28], [4.06, 0.71, 0.61], [5.88, -0.41, 0.72], [4.89, -2.47, -0.18], [2.53, -2.54, -0.81], [2.09, 1.56, 0.41], [4.50, 1.62, 0.99]]}

---

4.
{"formula": "C23H14BrGaN4O4", "method": "ωB97M-V/def2-TZVPD", "homo_energy_ev": -9.1, "lumo_energy_ev": -0.83, "orbital_gap_ev": 8.300, "spin_multiplicity": 1, "charge": 0, "elements": ["Ga", "Br", "C", "C", "C", "C", "C", "N", "C", "O", "O", "H", "H", "H", "N", "C", "C", "C", "C", "C", "C", "C", "C", "C", "H", "H", "H", "H", "N", "C", "C", "C", "C", "C", "N", "C", "H", "H", "H", "H", "C", "C", "O", "O", "H", "H", "H"], "coordinates": [[0.85, 0.89, 0.00], [-1.71, 0.98, 2.39], [0.04, 0.92, 3.05], [0.30, 0.93, 4.42], [1.62, 0.91, 4.83], [2.64, 0.89, 3.89], [2.28, 0.88, 2.55], [1.01, 0.89, 2.16], [3.28, 0.85, 1.39], [4.47, 0.88, 1.62], [2.74, 0.80, 0.22], [-0.52, 0.95, 5.12], [1.85, 0.91, 5.89], [3.68, 0.90, 4.16], [-5.37, -6.77, 0.42], [-4.62, -5.91, 0.37], [-3.69, -4.85, 0.29], [-2.45, -5.06, -0.32], [-1.54, -4.03, -0.41], [-1.86, -2.77, 0.12], [-3.09, -2.57, 0.74], [-4.00, -3.60, 0.83], [-0.96, -1.69, 0.03], [-0.25, -0.71, -0.05], [-2.21, -6.03, -0.73], [-0.59, -4.19, -0.88], [-3.32, -1.60, 1.15], [-4.96, -3.43, 1.31], [-2.21, 2.42, -5.27], [-1.26, 1.98, -4.80], [-0.10, 1.45, -4.18], [0.97, 0.93, -4.92], [2.06, 0.44, -4.23], [2.06, 0.49, -2.84], [1.04, 0.97, -2.15], [-0.02, 1.43, -2.79], [0.93, 0.92, -6.00], [2.90, 0.01, -4.76], [2.90, 0.14, -2.25], [-0.83, 1.80, -2.17], [1.77, 4.13, 0.33], [0.30, 3.79, 0.16], [-0.57, 4.61, 0.14], [0.05, 2.50, 0.02], [1.91, 5.21, 0.38], [2.33, 3.72, -0.51], [2.14, 3.67, 1.25]]}